81
Properties=species:S:1:pos:R:3:forces:R:3 method="wB97M-V/def2-TZVPD" gap_ha="0.2645 / 0.2867" total_energy_ev=-58624.6294 multiplicity=5 charge=+1 homo_ev="-9.08 / -10.14" relative_energy_kj_mol=0.0 lumo_energy_ev="-1.88 / -2.34"
Rh 1.072223 0.375237 0.147794 0.1 0.0 0.2
C 1.010381 -3.149105 1.437913 0.6 0.3 -0.4
P 1.364844 -2.055747 -0.008070 0.3 -0.1 0.5
C 0.822835 -3.120516 -1.408071 0.7 0.4 0.6
C 3.190503 -2.137850 -0.149192 0.2 0.9 0.0
C 3.640054 -1.260988 -1.356120 0.4 -0.2 0.5
P 3.112135 0.518552 -1.268850 -0.2 -0.9 0.5
C 3.148869 0.993021 -3.034255 0.6 -0.5 -0.3
C 4.561613 1.374496 -0.562568 0.2 -0.2 0.3
H 1.581659 -4.088602 1.437515 -0.1 0.3 -0.1
H -0.038716 -3.355717 1.375329 -0.7 -0.3 0.1
H 1.196517 -2.612598 2.361292 0.1 0.1 0.1
H 1.526771 -3.929530 -1.589762 0.1 0.0 -0.1
H 0.728518 -2.482131 -2.269471 -0.1 0.0 -0.5
H -0.125592 -3.533591 -1.139820 -0.7 -0.3 0.0
H 3.518922 -3.165459 -0.267770 0.1 -0.2 -0.1
H 3.604236 -1.749551 0.807788 -0.2 -0.2 -0.6
H 3.222230 -1.661275 -2.276248 -0.2 -0.1 -0.2
H 4.724583 -1.331859 -1.482629 0.0 0.1 0.0
H 4.071512 0.638625 -3.540803 -0.5 0.1 0.3
H 3.157196 2.070660 -3.093872 -0.2 0.4 -0.1
H 2.275250 0.593500 -3.566255 0.2 0.1 0.1
H 5.441712 1.376332 -1.209739 -0.1 -0.1 -0.1
H 4.846524 0.895884 0.392645 -0.3 0.2 -0.4
H 4.272590 2.404152 -0.357784 0.1 0.1 0.1
C -0.789742 2.704497 -4.025494 -0.2 0.0 0.3
N -1.447530 2.907346 -2.724723 0.8 -0.3 0.4
C -2.759473 3.492937 -2.670070 -0.5 0.4 -0.7
C -0.953521 2.321142 -1.568294 0.3 -0.2 -1.2
N -0.109483 1.350736 -1.541392 -0.1 0.1 0.2
N -1.420496 2.918532 -0.413867 0.0 -0.2 -0.1
C -1.527932 2.389618 0.867562 -0.3 0.9 -0.5
N -2.317135 3.205474 1.651240 0.0 -0.2 0.6
N -0.925991 1.340895 1.228562 -0.1 -0.7 1.0
H -1.031492 3.547757 -4.687048 0.0 -0.3 0.3
H -1.066893 1.765995 -4.544045 0.0 0.3 0.4
H 0.282121 2.732126 -3.850678 0.2 -0.1 -0.1
H -2.814626 4.397314 -2.068652 0.1 0.3 0.0
H -3.454813 2.782360 -2.244541 -0.5 -0.1 -0.1
H -3.071966 3.777728 -3.689148 0.1 -0.3 0.5
H 0.052264 0.943281 -2.452307 -0.1 0.2 -0.1
H -1.649418 3.885618 -0.509807 -0.2 0.3 0.1
H -3.139521 3.609284 1.229539 0.0 0.0 0.0
H -2.430134 2.928875 2.625559 0.0 0.1 -0.5
H -1.256769 1.098258 2.175931 0.5 -0.1 -0.6
C -3.023397 -4.277015 0.739827 -0.1 0.3 0.2
C -3.295243 -3.363039 -0.455552 0.4 0.1 0.2
Sb -2.333762 -1.429327 -0.213928 -0.4 0.0 0.4
C -3.668659 -0.677240 1.363045 0.8 -0.5 -0.2
C -3.137642 -1.011141 2.753114 -0.5 -0.6 0.1
C -3.293640 -0.384026 -1.861070 -0.2 -0.1 0.1
C -2.517115 -0.614405 -3.148842 -0.5 -0.3 -0.6
H -3.317385 -5.300169 0.588880 -0.4 -0.5 -0.4
H -3.566261 -3.949014 1.633799 0.2 0.1 -0.1
H -1.964590 -4.338546 0.972762 0.2 0.2 0.2
H -4.355468 -3.189991 -0.568419 -0.3 -0.1 -0.2
H -2.881598 -3.783919 -1.373889 -0.2 -0.1 0.0
H -4.644887 -1.107030 1.192755 -0.4 0.0 0.0
H -3.700914 0.391016 1.225094 -0.2 0.5 -0.1
H -3.198496 -2.091154 2.950763 0.0 0.3 0.0
H -3.701291 -0.509698 3.548064 0.1 0.0 -0.1
H -2.091026 -0.764003 2.845632 0.4 0.2 0.1
H -3.245905 0.692396 -1.624072 -0.3 -0.4 0.1
H -4.338588 -0.726325 -1.938889 0.3 0.4 0.1
H -1.473187 -0.425273 -2.939248 0.4 0.1 -0.3
H -2.870687 0.007614 -3.990360 0.2 0.1 0.4
H -2.611240 -1.635196 -3.540545 0.1 0.0 0.3
C 1.129678 1.072725 4.054378 0.9 0.4 0.0
C 2.383253 0.793765 3.164879 0.7 0.3 0.7
C 3.235278 -0.313286 3.826810 -0.4 -0.4 -0.7
C 3.251326 2.060244 3.006456 0.7 0.4 0.2
N 1.968364 0.372352 1.882637 -0.2 -0.1 -0.3
H 1.382404 1.283603 5.100604 0.3 0.3 -0.3
H 0.520789 0.199875 4.137157 -0.6 -0.7 -0.4
H 0.565620 1.898698 3.623224 -0.1 0.0 0.1
H 3.584368 0.001113 4.798972 0.2 0.2 0.2
H 4.083710 -0.645228 3.196729 -0.4 0.3 0.3
H 2.566595 -1.158508 3.966687 0.1 -0.3 0.1
H 3.647272 2.436437 3.971979 -0.4 -0.3 -0.3
H 2.658969 2.859392 2.571096 -0.1 0.2 -0.2
H 4.158536 1.918590 2.372148 -0.8 -0.2 0.3